1.
Entry from the OMol25 dataset: 5 unconnected molecules or ions with the total composition C26H61O18P3 in a non-equilibrium geometry (ωB97M-V with the def2-TZVPD basis set).

Cartesian coordinates (Å):
C -1.402 -16.564 -31.319
C -2.754 -17.223 -31.106
O -2.900 -17.562 -29.749
P -2.447 -19.062 -29.119
O -3.280 -19.572 -27.975
O -2.410 -20.030 -30.410
C -1.931 -21.364 -30.333
C -0.470 -21.534 -30.486
O -0.921 -18.900 -28.724
C -0.728 -17.947 -27.692
C 0.804 -17.862 -27.378
H -0.563 -17.193 -31.025
H -1.258 -16.146 -32.315
H -1.240 -15.761 -30.599
H -3.618 -16.612 -31.370
H -2.930 -18.117 -31.704
H -2.128 -21.876 -29.391
H -2.529 -21.975 -31.008
H 0.102 -21.075 -29.680
H -0.406 -22.611 -30.332
H -0.040 -21.095 -31.386
H -1.112 -16.953 -27.921
H -1.145 -18.425 -26.805
H 1.360 -17.530 -28.255
H 1.140 -17.260 -26.533
H 1.050 -18.869 -27.042
C -4.532 -11.529 -32.426
C -5.136 -11.643 -31.145
O -6.513 -11.564 -31.147
P -7.438 -12.201 -29.957
O -8.898 -11.981 -30.132
O -7.008 -13.769 -29.844
C -7.709 -14.875 -30.469
C -6.680 -15.629 -31.378
O -6.735 -11.578 -28.561
C -7.470 -11.622 -27.332
C -7.757 -13.032 -26.850
H -3.448 -11.612 -32.351
H -4.870 -12.295 -33.124
H -4.786 -10.666 -33.041
H -4.735 -12.602 -30.814
H -4.674 -10.926 -30.467
H -8.199 -15.447 -29.681
H -8.564 -14.658 -31.110
H -5.781 -15.989 -30.879
H -7.109 -16.561 -31.746
H -6.333 -14.989 -32.190
H -6.984 -11.102 -26.507
H -8.406 -11.135 -27.609
H -8.698 -13.030 -26.300
H -8.003 -13.682 -27.689
H -7.064 -13.517 -26.163
C -3.901 -10.150 -26.064
C -2.903 -10.761 -25.141
O -2.623 -9.865 -24.117
P -1.508 -10.178 -22.959
O -1.848 -11.295 -22.040
O -0.136 -10.417 -23.752
C 0.972 -10.843 -22.948
C 1.896 -11.740 -23.772
O -1.148 -8.754 -22.380
C -0.631 -7.661 -23.176
C 0.694 -7.070 -22.586
H -4.834 -9.858 -25.582
H -3.602 -9.147 -26.368
H -4.051 -10.765 -26.951
H -3.259 -11.735 -24.807
H -2.026 -10.956 -25.758
H 1.566 -9.984 -22.635
H 0.670 -11.415 -22.072
H 1.402 -12.512 -24.362
H 2.407 -11.110 -24.500
H 2.615 -12.101 -23.036
H -0.442 -7.987 -24.198
H -1.419 -6.907 -23.187
H 1.415 -7.884 -22.506
H 1.192 -6.341 -23.225
H 0.594 -6.824 -21.529
C 0.689 -4.640 -32.355
C 0.161 -5.601 -31.381
O 0.256 -5.073 -30.006
C 0.058 -5.920 -28.933
O -0.146 -7.100 -28.984
O 0.255 -5.178 -27.811
C 0.090 -5.741 -26.524
H -0.051 -3.844 -32.439
H 0.644 -5.078 -33.352
H 1.602 -4.163 -31.998
H 0.669 -6.565 -31.407
H -0.888 -5.786 -31.611
H 0.896 -6.427 -26.261
H -0.803 -6.364 -26.531
H 0.061 -4.944 -25.780
C 0.016 -10.286 -28.013
C -0.363 -11.751 -27.713
O -1.642 -12.124 -28.266
C -2.157 -13.396 -28.013
O -1.699 -14.204 -27.197
O -3.352 -13.470 -28.600
C -3.916 -14.808 -28.643
H 0.272 -10.134 -29.061
H 0.842 -10.047 -27.343
H -0.723 -9.490 -27.915
H -0.219 -11.968 -26.655
H 0.336 -12.432 -28.200
H -5.002 -14.868 -28.720
H -3.531 -15.452 -27.853
H -3.468 -15.388 -29.450

Calculated values
Multiplicity: 2
⟨S²⟩: 0.75
Net charge: -1
LUMO energy (alpha / beta), eV: 2.17 / 2.21
Kohn-Sham gap (alpha / beta), eV: 1.4362 / 10.7393


2.
Entry from the OMol25 dataset: a molecular structure, C6H7N in a non-equilibrium geometry (ωB97M-V with the def2-TZVPD basis set).

Cartesian coordinates (Å):
N -0.373 -2.137 2.610
C -0.176 -1.423 1.713
C 0.160 -0.521 0.654
C -0.323 0.942 0.643
C -0.421 1.243 -0.813
C -0.048 0.222 -1.584
C 0.347 -1.005 -0.801
H 0.892 0.462 1.055
H -1.089 1.192 1.362
H 0.613 1.691 1.069
H -0.702 2.235 -1.134
H -0.001 0.261 -2.669
H -0.266 -1.875 -1.089
H 1.386 -1.287 -1.016

Calculated values
Net charge: 0
Energy above the lowest of the compared OMol25 structures with the same formula, charge and spin, kcal/mol: 98.24
LUMO energy, eV: 0.55
Kohn-Sham gap, eV: 9.1884


3.
Entry from the OMol25 dataset: a single C17H23N3O3S3 molecule in a non-equilibrium geometry (ωB97M-V with the def2-TZVPD basis set).

Cartesian coordinates (Å):
O -0.455 -0.696 -3.936
C -0.238 -1.735 -3.365
N 0.360 -1.872 -2.153
C 0.798 -0.880 -1.277
C 0.773 0.476 -1.605
C 1.251 1.406 -0.701
C 1.744 0.992 0.523
C 1.764 -0.347 0.863
C 1.291 -1.284 -0.035
H 1.308 -2.335 0.218
H 2.157 -0.632 1.826
S 2.409 2.220 1.642
O 2.776 1.558 2.866
O 3.425 2.963 0.956
N 1.087 3.223 1.816
C 0.007 2.671 2.600
H -0.912 3.205 2.340
C 0.245 2.695 4.114
C -0.149 4.000 4.811
H -1.225 3.995 5.004
C 0.187 5.283 4.042
C 1.502 5.236 3.262
H 1.881 6.253 3.140
C 1.327 4.645 1.861
H 0.494 5.145 1.352
H 2.236 4.800 1.278
H 2.253 4.663 3.806
H -0.619 5.513 3.341
H 0.224 6.105 4.762
H 0.352 4.022 5.781
H -0.325 1.881 4.568
H 1.300 2.478 4.278
H -0.095 1.633 2.268
H 1.256 2.458 -0.935
H 0.387 0.784 -2.562
H 0.457 -2.820 -1.806
C -0.567 -3.068 -4.036
H -1.381 -2.908 -4.742
H 0.311 -3.430 -4.573
S -1.031 -4.409 -2.899
C -2.358 -3.626 -2.099
N -2.706 -2.444 -2.344
C -3.806 -1.968 -1.569
H -3.463 -1.096 -1.005
H -4.588 -1.636 -2.257
C -4.332 -3.076 -0.621
H -5.349 -3.379 -0.865
H -4.285 -2.783 0.426
S -3.245 -4.524 -0.856

Calculated values
Net charge: 0
Energy above the lowest of the compared OMol25 structures with the same formula, charge and spin, kcal/mol: 11.17
LUMO energy, eV: 0.39
SMILES string: O=C(CSC1=NCCS1)Nc1ccc(S(=O)(=O)N2CCCCCC2)cc1
Kohn-Sham gap, eV: 9.1788


4.
Entry from the OMol25 dataset: a single C6H6S molecule in a non-equilibrium geometry (ωB97M-V with the def2-TZVPD basis set).

Cartesian coordinates (Å):
C 0.411 -0.963 0.038
C -0.903 -0.567 -0.130
C 1.373 0.089 0.089
C -0.510 -2.142 0.045
C -1.014 0.942 -0.019
C 0.475 1.383 -0.001
S 3.013 0.117 -0.038
H -0.692 -2.666 -0.839
H -0.942 -2.623 0.936
H -1.384 1.489 -0.848
H -1.497 0.993 0.907
H 0.892 2.028 0.833
H 0.778 1.919 -0.974

Calculated values
Net charge: 0
Energy above the lowest of the compared OMol25 structures with the same formula, charge and spin, kcal/mol: 111.98
LUMO energy, eV: -0.44
SMILES string: S=C1CCC2=C1C2
Kohn-Sham gap, eV: 7.8852


5.
Entry from the OMol25 dataset: 2 unconnected molecules or ions with the total composition H2N2O2S2 in a non-equilibrium geometry (ωB97M-V with the def2-TZVPD basis set).

Cartesian coordinates (Å):
N 1.762 -1.144 0.088
N -1.352 0.367 -0.355
O -1.966 -1.709 0.756
O 1.312 1.391 -0.040
S -1.174 -1.113 -0.335
S 2.408 0.096 0.286
H 0.661 1.085 -0.706
H -1.653 1.025 0.307

Calculated values
Net charge: 0
Energy above the lowest of the compared OMol25 structures with the same formula, charge and spin, kcal/mol: 19.29
LUMO energy, eV: -0.90
Kohn-Sham gap, eV: 9.5719


6.
Entry from the OMol25 dataset: a molecular structure, Cd2H32O20P in a non-equilibrium geometry (ωB97M-V with the def2-TZVPD basis set).

Cartesian coordinates (Å):
Cd -1.362 -19.731 -19.038
Cd 3.646 -20.385 -20.188
P 1.149 -20.067 -19.617
O 0.347 -20.578 -18.334
O 1.898 -21.230 -20.303
O 2.397 -19.137 -19.441
O -0.020 -19.382 -20.398
O 0.020 -17.025 -21.378
H 0.262 -17.869 -20.997
H 0.794 -16.476 -21.257
O -0.864 -18.051 -17.858
H -1.352 -17.701 -17.112
H 0.030 -17.735 -17.730
O 2.475 -23.732 -20.007
H 2.120 -24.184 -20.772
H 2.010 -22.896 -19.984
O 4.184 -21.238 -18.302
H 3.401 -21.235 -17.751
H 4.890 -21.507 -17.714
O -2.208 -21.146 -20.340
H -2.228 -21.103 -21.296
H -2.489 -22.037 -20.134
O 0.930 -19.936 -22.890
H 0.626 -19.524 -22.081
H 0.782 -20.872 -22.754
O 3.452 -19.743 -22.146
H 3.996 -19.261 -22.769
H 2.610 -19.843 -22.591
O 2.016 -17.564 -17.466
H 2.197 -18.108 -18.233
H 2.684 -17.817 -16.830
O 4.633 -21.942 -20.893
H 4.587 -22.685 -21.494
H 5.507 -22.000 -20.506
O 0.447 -22.523 -22.179
H 1.057 -22.222 -21.506
H -0.192 -23.054 -21.703
O -2.501 -18.003 -22.576
H -1.612 -17.753 -22.325
H -2.391 -18.812 -23.075
O 2.776 -16.810 -20.473
H 3.279 -16.283 -19.852
H 2.620 -17.636 -20.015
O -0.280 -23.133 -17.779
H -0.494 -23.310 -18.695
H 0.026 -22.226 -17.775
O -2.427 -20.461 -17.443
H -2.680 -21.385 -17.442
H -2.367 -20.228 -16.516
O 5.188 -19.146 -20.141
H 5.740 -19.038 -19.367
H 5.515 -18.495 -20.762
O 1.177 -20.361 -15.849
H 0.876 -20.306 -16.756
H 0.853 -19.559 -15.440

Calculated values
Multiplicity: 2
⟨S²⟩: 0.75
Net charge: 0
LUMO energy (alpha / beta), eV: -1.06 / -1.15
Kohn-Sham gap (alpha / beta), eV: 1.9722 / 8.6721


7.
Entry from the OMol25 dataset: 2 unconnected molecules or ions with the total composition C20H34BClN4O5P in a non-equilibrium geometry (ωB97M-V with the def2-TZVPD basis set).

Cartesian coordinates (Å):
C 0.284 -5.105 1.384
C -0.050 -4.195 0.681
C -0.529 -3.035 -0.068
C 0.477 -1.846 0.013
C 0.930 -1.424 -1.385
C -0.132 -1.223 -2.470
C 0.242 -1.873 -3.814
C -0.831 -1.528 -4.855
C -0.721 -0.070 -5.354
N 1.799 -0.215 -1.176
P 2.857 0.151 -2.641
O 2.213 1.590 -2.962
Cl 4.561 0.619 -1.598
C 0.977 0.952 -0.715
C -0.019 0.617 0.434
N -1.363 0.972 -0.135
C 0.258 1.661 1.516
B -0.307 3.076 1.070
O 0.508 3.884 0.285
O -1.558 3.507 1.465
N 0.001 -0.770 0.866
C -0.092 -1.100 2.285
C -1.516 -1.186 2.825
C -2.242 -0.086 3.267
C -3.547 -0.221 3.717
C -4.161 -1.461 3.742
C -3.435 -2.569 3.339
C -2.134 -2.431 2.891
H 0.513 -5.918 2.030
H -0.643 -3.374 -1.101
H -1.517 -2.732 0.274
H 1.365 -2.285 0.493
H 1.592 -2.227 -1.716
H -1.092 -1.648 -2.186
H -0.310 -0.168 -2.685
H 0.307 -2.957 -3.715
H 1.180 -1.468 -4.195
H -1.820 -1.690 -4.424
H -0.738 -2.188 -5.715
H -1.418 0.561 -4.799
H -0.953 0.027 -6.409
H 0.271 0.326 -5.129
H 2.451 -0.450 -0.421
H 2.683 2.020 -3.694
H 0.440 1.400 -1.539
H 1.691 1.704 -0.387
H -2.026 0.914 0.637
H -1.664 0.233 -0.765
H -0.178 1.430 2.481
H 1.336 1.735 1.672
H 0.070 4.216 -0.507
H -2.210 3.430 0.759
H 0.316 -2.106 2.409
H 0.533 -0.471 2.920
H -1.820 0.908 3.280
H -4.080 0.665 4.036
H -5.185 -1.534 4.081
H -3.894 -3.549 3.360
H -1.608 -3.332 2.596
C 3.451 4.996 1.841
N 3.416 3.882 2.828
O 3.013 2.793 2.449
O 3.786 4.128 3.949
H 3.084 4.625 0.893
H 2.814 5.786 2.226
H 4.481 5.332 1.773

Calculated values
Net charge: +1
LUMO energy, eV: -2.99
Kohn-Sham gap, eV: 8.3474


8.
Entry from the OMol25 dataset: 9 unconnected molecules or ions with the total composition H18O9 (ωB97M-V with the def2-TZVPD basis set).

Cartesian coordinates (Å):
O -10.154 -13.388 20.911
H -10.931 -13.767 20.488
H -9.542 -13.149 20.173
O -8.072 -12.508 19.427
H -7.554 -12.490 20.262
H -7.408 -12.485 18.733
O -11.602 -12.575 24.372
H -12.442 -13.043 24.395
H -11.815 -11.646 24.602
O -6.625 -12.493 21.829
H -5.952 -11.935 22.229
H -7.320 -12.618 22.503
O -9.178 -8.312 24.041
H -9.018 -8.604 23.134
H -8.842 -9.036 24.579
O -8.624 -13.942 23.093
H -8.996 -14.230 22.239
H -9.362 -14.018 23.710
O -12.096 -9.903 24.991
H -12.390 -9.320 25.698
H -12.187 -9.384 24.181
O -8.484 -9.164 19.553
H -7.669 -9.406 19.103
H -8.409 -9.561 20.431
O -9.661 -10.734 22.115
H -10.321 -10.997 22.766
H -9.537 -11.532 21.582

Calculated values
Net charge: 0
Energy above the lowest of the compared OMol25 structures with the same formula, charge and spin, kcal/mol: 36.79
LUMO energy, eV: 0.39
SMILES string: O.O.O.O.O.O.O.O.O
Kohn-Sham gap, eV: 11.3127


9.
Entry from the OMol25 dataset: 9 unconnected molecules or ions with the total composition C4H26O9 in a non-equilibrium geometry (ωB97M-V with the def2-TZVPD basis set).

Cartesian coordinates (Å):
O -3.525 1.337 6.273
H -3.668 2.061 5.663
H -4.400 0.987 6.438
O -2.582 -6.508 0.120
H -3.224 -6.935 0.687
H -2.658 -5.577 0.329
O 6.512 0.101 4.340
H 5.785 -0.345 3.907
H 7.057 -0.608 4.684
O -4.280 -2.602 1.081
H -4.204 -1.843 0.503
H -5.222 -2.745 1.168
O -4.703 5.218 0.619
H -4.305 6.079 0.743
H -5.069 4.998 1.476
O -1.248 4.768 -2.469
H -2.126 4.469 -2.233
H -1.022 4.258 -3.247
O -2.234 -2.213 5.035
H -2.693 -2.308 4.201
H -2.462 -1.334 5.336
C 4.517 -0.735 -5.122
C 5.818 -1.294 -5.694
O 6.128 -0.583 -6.840
H 4.205 -1.328 -4.263
H 3.797 -0.793 -5.939
H 4.460 0.301 -4.789
H 5.729 -2.321 -6.048
H 6.580 -1.300 -4.914
H 6.952 -0.929 -7.192
C -0.080 0.196 0.517
C -1.069 1.319 0.950
O -2.321 0.984 0.415
H -0.130 0.075 -0.565
H -0.325 -0.782 0.931
H 0.886 0.518 0.907
H -0.944 2.324 0.546
H -1.119 1.278 2.038
H -2.809 1.811 0.410

Calculated values
Net charge: 0
Energy above the lowest of the compared OMol25 structures with the same formula, charge and spin, kcal/mol: 70.83
LUMO energy, eV: 0.00
SMILES string: CCO.CCO.O.O.O.O.O.O.O
Kohn-Sham gap, eV: 10.1566


Per-record molecular weight, g mol⁻¹: 754.7 93.1 413.6 110.2 126.2 608.0 487.8 162.1 218.2